{
  "formula": "C5H28N2O11",
  "method": "ωB97M-V with the def2-TZVPD basis set",
  "max_force_ev_per_a": 15.31,
  "energy_ev": -31127.61719,
  "orbital_gap_ev": 8.44,
  "elements": ["C", "O", "N", "N", "H", "H", "H", "H", "C", "C", "O", "O", "H", "H", "H", "H", "H", "H", "C", "C", "O", "O", "H", "H", "H", "H", "H", "H", "O", "H", "H", "O", "H", "H", "O", "H", "H", "O", "H", "H", "O", "H", "H", "O", "H", "H"],
  "coordinates": [[3.3260, -1.9981, 0.9265], [3.3253, -1.2156, 1.8603], [2.5278, -1.7743, -0.0875], [4.1988, -2.9032, 0.8135], [2.5588, -2.2923, -0.9540], [1.7300, -1.1596, -0.0116], [3.9812, -3.6085, 0.1242], [4.9885, -2.8750, 1.4425], [0.2632, 3.6720, -1.6339], [-0.0935, 2.5285, -0.6884], [-1.3927, 2.3407, -0.3742], [0.4655, 4.9337, -0.9809], [-0.5449, 3.8453, -2.3445], [1.1767, 3.4948, -2.2016], [0.6567, 2.4263, 0.0958], [0.1556, 1.6529, -1.2878], [-1.8972, 3.1447, -0.2302], [0.5628, 5.6565, -1.6052], [-1.9044, -1.7110, 1.7253], [-2.5342, -2.2890, 0.4484], [-2.3183, -1.5670, -0.7641], [-0.5740, -1.2544, 1.5218], [-1.8808, -2.4446, 2.5312], [-2.5617, -0.9329, 2.1134], [-3.5531, -2.6184, 0.6519], [-2.0675, -3.2633, 0.3028], [-2.5493, -2.1546, -1.4873], [0.0387, -1.7987, 2.0218], [-0.6183, -0.0498, -0.2907], [-0.8724, -0.5416, 0.4902], [0.3306, 0.0493, -0.2137], [-2.5000, 0.9520, 0.3402], [-2.0723, 1.7425, 0.0109], [-1.9533, 0.2334, 0.0225], [1.5692, 0.0218, -0.3048], [1.2093, 0.6724, 0.2980], [2.2018, 0.5085, -0.8333], [-1.9960, 1.2502, -2.1881], [-2.0842, 2.0302, -1.6403], [-1.5687, 0.6068, -1.6226], [0.5102, 1.0969, 1.5263], [-0.4063, 1.2344, 1.7655], [0.9726, 1.8425, 1.9090], [0.3913, -2.8606, -0.2626], [0.2017, -2.0533, 0.2154], [0.6012, -2.5703, -1.1502]],
  "forces_ev_per_angstrom": [[-2.0, 4.3, 0.2], [-0.3, 1.2, 2.4], [1.6, -4.1, -2.0], [3.7, -4.7, -0.8], [0.4, -0.4, 0.5], [1.5, -2.2, 0.8], [1.0, -0.2, 0.4], [-0.3, -0.5, -0.3], [-0.5, 1.4, -0.3], [4.3, 0.5, -2.8], [7.8, 13.0, -2.1], [-0.1, -0.2, 1.2], [-0.1, -0.6, -0.3], [0.0, -0.7, 0.0], [-0.8, 1.1, 0.2], [-0.2, 0.3, -0.3], [0.3, 1.2, 0.3], [-0.1, -0.2, -0.2], [-1.7, -0.4, 0.3], [0.9, -2.0, -0.2], [-1.4, -0.7, 0.8], [0.0, -2.1, 4.0], [-0.2, -0.4, -0.4], [0.5, 0.6, -0.2], [-0.5, 0.9, 0.1], [0.5, -0.2, 0.0], [-0.1, 0.0, 0.0], [0.2, 0.1, 0.3], [0.3, 0.1, -3.4], [0.8, 0.6, -1.1], [-2.6, -0.8, -1.4], [-7.9, -5.4, 5.7], [-3.8, -5.1, 3.0], [-1.7, 1.0, -0.2], [2.3, 6.8, -2.4], [0.6, 1.4, 1.9], [0.6, -0.4, -0.3], [-0.8, -0.4, -3.5], [-0.6, -1.0, -1.4], [0.0, -0.5, 0.0], [0.7, 0.9, 2.3], [-0.9, -0.2, -0.2], [0.4, 0.1, 0.6], [-1.0, -1.6, -0.6], [-0.4, -0.2, -0.3], [-0.3, -0.1, -0.2]],
  "lowdin_charge": [-0.801, 0.010, 0.110, 0.177, 0.116, -0.063, 0.119, 0.127, -0.180, -0.196, 0.025, -0.076, 0.127, 0.124, 0.120, 0.126, 0.199, 0.082, -0.148, -0.198, -0.053, -0.079, 0.135, 0.123, 0.123, 0.105, 0.113, 0.153, -0.149, -0.076, -0.102, -0.056, -0.318, -0.068, 0.038, 0.014, 0.159, -0.046, -0.014, 0.000, -0.012, 0.099, 0.108, -0.039, -0.015, 0.054]
}